DFT (ωB97M-V/def2-TZVPD) results for 4 unconnected molecules or ions with the total composition C5H18NO4S.

For the HOMO energy, the calculation gives -0.1918 Eh. The net charge is -1. The calculation puts the molar mass at 188.3 g/mol. The value obtained for the LUMO energy is 3.158 eV. Its max |F| is 0.057 hartree/bohr.

Cartesian coordinates (Å):
C -1.982 -1.752 0.562
N -0.927 -0.778 0.877
C 0.424 -1.403 0.944
C 1.430 -0.199 1.131
C 1.056 0.732 2.291
S 1.914 2.419 1.931
C 0.844 -2.099 -0.342
O 0.756 -1.294 -1.502
H -2.301 -1.702 -0.476
H -2.916 -1.607 1.144
H -1.605 -2.768 0.739
H -1.086 -0.047 0.190
H 0.328 -2.007 1.864
H 2.428 -0.642 1.260
H 1.495 0.367 0.219
H 1.344 0.349 3.270
H -0.006 0.962 2.213
H 1.497 2.438 0.632
H 0.075 -2.845 -0.604
H 1.864 -2.507 -0.271
H -2.243 1.302 -2.585
H -0.882 0.799 -2.088
O -1.674 0.510 -2.623
H 0.760 -0.311 -1.469
H 1.282 1.772 -2.460
O 0.732 1.354 -1.790
H -0.890 3.724 -0.780
H -0.439 2.348 -1.233
O -1.276 2.888 -1.042